Below is a structure of composition C24H72BrMnNO15, with properties calculated with ωB97M-V with the def2-TZVPD basis set.

Atoms and positions in Å:
Mn (1.93426, 0.19100, 1.66889)
Br (0.36570, -0.94988, 0.04189)
N (3.03080, 2.22878, -0.84504)
O (2.82154, 1.80848, -1.99545)
O (3.33168, 3.38077, -0.66154)
O (2.92233, 1.52443, 0.15696)
C (3.66596, -2.21874, -1.88482)
C (2.70960, -2.02669, -3.05879)
O (2.15589, -0.76860, -3.03285)
H (4.08220, -1.32965, -1.41116)
H (4.42301, -2.92830, -2.21872)
H (3.22687, -2.87030, -1.12932)
H (1.94447, -2.79945, -2.98445)
H (3.33363, -2.14164, -3.94506)
H (1.59673, -0.76034, -2.25255)
C (0.41718, 3.77940, 3.59736)
C (0.76073, 3.28919, 2.16319)
O (0.34697, 1.92365, 2.12414)
H (-0.62868, 3.55537, 3.80731)
H (0.41283, 4.86775, 3.65718)
H (1.16978, 3.31383, 4.23371)
H (1.77735, 3.55802, 1.87627)
H (0.04455, 3.85161, 1.56412)
H (-0.60724, 1.96953, 2.21899)
C (-0.85510, 4.61637, -2.50890)
C (-0.30718, 4.09926, -1.18569)
O (-0.02485, 2.78220, -1.30583)
H (-1.60400, 3.95270, -2.94109)
H (-0.09086, 4.38497, -3.25085)
H (-0.96793, 5.70025, -2.53260)
H (-1.02371, 4.30630, -0.39083)
H (0.62229, 4.63916, -1.00488)
H (-0.21918, 2.36915, -0.46130)
C (-4.54394, 1.34315, 2.18151)
C (-3.46577, 2.50973, 1.94565)
O (-2.27354, 1.97671, 1.31802)
H (-5.10076, 1.31631, 1.24485)
H (-5.28966, 1.73310, 2.87430)
H (-4.02477, 0.42212, 2.44658)
H (-3.17577, 2.95073, 2.89933)
H (-3.92297, 3.29149, 1.33910)
H (-2.66243, 1.37226, 0.68162)
C (4.01450, 3.36640, 3.99537)
C (4.16398, 1.91099, 3.40091)
O (2.90755, 1.33926, 3.21004)
H (5.00088, 3.82892, 3.96023)
H (3.60766, 3.37754, 5.00653)
H (3.48945, 4.00984, 3.28939)
H (4.83480, 1.32938, 4.03323)
H (4.61483, 1.90069, 2.40858)
H (2.48787, 1.04428, 4.02150)
C (-5.03019, 1.22994, -3.80385)
C (-5.32034, 1.63723, -2.43410)
O (-4.12156, 2.13854, -1.88060)
H (-5.91952, 0.93667, -4.36172)
H (-4.29286, 0.42796, -3.83932)
H (-4.60596, 2.08510, -4.32997)
H (-5.77701, 0.86369, -1.81669)
H (-6.08163, 2.41706, -2.45382)
H (-3.55561, 1.38735, -1.68824)
C (-0.35762, -3.74082, -4.91392)
C (-1.57871, -4.73414, -4.96535)
O (-2.71574, -4.21256, -4.32600)
H (-0.26225, -3.29197, -3.92522)
H (-0.47982, -2.94430, -5.64789)
H (0.60512, -4.19587, -5.14664)
H (-1.20317, -5.59906, -4.41858)
H (-1.87454, -4.90669, -6.00015)
H (-3.28934, -4.86886, -3.92368)
C (0.78775, -4.31129, 1.80796)
C (1.31028, -4.82568, 3.10704)
O (2.01044, -3.71190, 3.62312)
H (1.58506, -4.05002, 1.11217)
H (0.34557, -3.36795, 2.12840)
H (0.07793, -4.96422, 1.30009)
H (1.96484, -5.68632, 2.96938)
H (0.52105, -5.15341, 3.78364)
H (2.69113, -4.06624, 4.19992)
C (-3.15164, -1.94308, -1.82465)
C (-3.45469, -1.26369, -0.47749)
O (-2.72397, -0.01279, -0.35917)
H (-3.34568, -1.34999, -2.71834)
H (-3.78025, -2.82587, -1.94136)
H (-2.07828, -2.13271, -1.81950)
H (-3.27489, -1.92893, 0.36704)
H (-4.49277, -0.96460, -0.33245)
H (-1.79827, -0.26711, -0.36151)
C (-1.13908, 0.04147, -3.83154)
C (-0.65444, 1.39097, -4.25892)
O (0.58658, 1.73660, -3.83841)
H (-1.78104, -0.23948, -4.66644)
H (-1.51184, -0.00236, -2.80820)
H (-0.31645, -0.66753, -3.92481)
H (-1.47124, 2.09373, -4.09436)
H (-0.50990, 1.41107, -5.33911)
H (0.47617, 2.14924, -2.97867)
C (4.81643, -2.93489, 2.13116)
C (4.24727, -1.61532, 2.49221)
O (3.72043, -0.94512, 1.35663)
H (5.17847, -3.35895, 3.06775)
H (5.59473, -2.74325, 1.39250)
H (3.99184, -3.58667, 1.84248)
H (5.03979, -1.00269, 2.92197)
H (3.61553, -1.71228, 3.37515)
H (4.49924, -0.63600, 0.88814)
C (-1.28853, -0.84786, 3.74940)
C (0.11370, -0.51437, 4.15438)
O (1.10037, -1.00864, 3.30030)
H (-1.51702, -0.27524, 2.85052)
H (-2.07056, -0.74852, 4.50218)
H (-1.20663, -1.91717, 3.55457)
H (0.15268, -0.88281, 5.17949)
H (0.19901, 0.56189, 4.30434)
H (1.37201, -1.87074, 3.62369)

The expectation value of S² is 8.752. For the frontier orbital gap (alpha / beta), the calculation gives 7.26 / 7.26 eV. For the LUMO energy (alpha / beta), the calculation gives -0.5 / -0.5 eV. As for the multiplicity: 6.

Below is a structure of composition C2H4N2O, with properties calculated with ωB97M-V with the def2-TZVPD basis set.

Atoms and positions in Å:
C (0.21605, 0.88264, -0.12127)
C (-0.77754, 0.00384, -0.11570)
N (1.28589, 0.12621, -0.06814)
N (0.67131, -1.22252, 0.02429)
O (-2.01343, -0.33368, -0.07629)
H (0.16682, 2.00011, -0.18364)
H (1.99277, 0.56135, 0.58502)
H (0.63646, -1.50872, -0.93476)
H (-2.17833, -0.50924, 0.89051)

Its relative energy (zero: lowest compared OMol25 entry of this formula, charge and spin) is 114.4 kcal per mole. For the frontier orbital gap, the calculation gives 8.55 eV. For the LUMO energy, the calculation gives 0.6 eV. As for the multiplicity: 1.

Below is an isolated molecule of C2HBr2FO, with properties calculated with ωB97M-V with the def2-TZVPD basis set.

Atoms and positions in Å:
C (1.03361, 0.20717, 0.11590)
C (-0.49709, -0.29512, 0.22980)
O (1.47966, 1.09073, 0.76663)
F (-1.07492, -0.26659, 1.41729)
Br (-1.62577, 1.51787, -0.85911)
Br (-0.88642, -1.83647, -0.90607)
H (1.57093, -0.41758, -0.76445)

The expectation value of S² is 2.009. Its relative energy (zero: lowest compared OMol25 entry of this formula, charge and spin) is 27.2 kcal per mole. For the frontier orbital gap (alpha / beta), the calculation gives 8.28 / 6.10 eV. For the LUMO energy (alpha / beta), the calculation gives 0.3 / -4.3 eV. As for the multiplicity: 3.

Below is a structure of composition CHIS2, with properties calculated with ωB97M-V with the def2-TZVPD basis set.

Atoms and positions in Å:
C (1.60044, 0.77635, 0.28680)
S (0.05694, 1.21457, 0.15677)
S (-2.08596, 0.17641, -0.46523)
I (2.32989, -1.13845, -0.01686)
H (-1.90131, -1.02888, 0.03851)

Its relative energy (zero: lowest compared OMol25 entry of this formula, charge and spin) is 64.5 kcal per mole. For the frontier orbital gap (alpha / beta), the calculation gives 7.47 / 7.47 eV. For the LUMO energy (alpha / beta), the calculation gives -1.6 / -1.6 eV. As for the multiplicity: 1.

Below is a cluster of 2 separate species, C2H8S in total, with properties calculated with ωB97M-V with the def2-TZVPD basis set.

Atoms and positions in Å:
C (-3.37596, 1.42650, -4.34934)
H (-2.99066, 2.01742, -5.17146)
H (-2.80644, 0.54826, -4.04930)
H (-3.43774, 2.08355, -3.48822)
H (-4.34394, 0.97268, -4.56734)
C (2.41817, -1.41452, 3.44547)
S (3.71125, -0.03889, 3.47594)
H (1.66958, -0.99874, 4.11565)
H (2.69812, -2.38748, 3.82724)
H (2.05280, -1.42514, 2.42682)
H (4.40483, -0.78364, 4.33455)

As for the SMILES: CS.C. Its relative energy (zero: lowest compared OMol25 entry of this formula, charge and spin) is 9.1 kcal per mole. For the frontier orbital gap, the calculation gives 10.05 eV. For the LUMO energy, the calculation gives 1.0 eV. As for the multiplicity: 1.

Below is the ion C5H11N2 with charge +1, with properties calculated with ωB97M-V with the def2-TZVPD basis set.

Atoms and positions in Å:
C (0.26854, 1.84491, 1.24196)
C (-0.69554, -1.72788, -0.09663)
C (-0.26278, -3.05650, -0.00363)
C (1.18941, 1.01868, -0.86642)
C (-1.16308, 0.97131, -0.37542)
N (-1.16475, -0.66662, -0.12531)
N (0.02644, 1.38373, -0.15870)
H (1.10820, 1.21317, 1.53721)
H (-0.56792, 1.53616, 1.84610)
H (-0.00477, -3.44173, -1.02653)
H (-1.03208, -3.73995, 0.41966)
H (0.69220, -2.92892, 0.61377)
H (1.67736, 0.16335, -0.34241)
H (1.98137, 1.75830, -0.89213)
H (0.90903, 0.56544, -1.89371)
H (-1.47517, 0.90799, -1.44666)
H (-1.97399, 1.35372, 0.26965)
H (0.48753, 2.84485, 1.29920)

As for the net charge: +1. As for the SMILES: CC#[N+]CN(C)C. Its relative energy (zero: lowest compared OMol25 entry of this formula, charge and spin) is 51.2 kcal per mole. For the frontier orbital gap, the calculation gives 10.60 eV. For the LUMO energy, the calculation gives -3.2 eV. As for the multiplicity: 1.

| no. | E (eV) | maximum force (eV/Å) |
| --- | --- | --- |
| 1 | -159615.64450 | 4.55 |
| 2 | -7161.51816 | 4.57 |
| 3 | -146935.57923 | 3.78 |
| 4 | -30821.21709 | 2.14 |
| 5 | -13038.36485 | 1.88 |
| 6 | -8334.89755 | 4.78 |